No. 1
{
  "formula": "C6H15N",
  "method": "ωB97M-V/def2-TZVPD",
  "charge": 1,
  "multiplicity": 2,
  "e_above_lowest_kcal_mol": 120.6,
  "e_lumo_ev": [-6.23, -7.25],
  "elements": ["C", "C", "N", "C", "C", "C", "C", "H", "H", "H", "H", "H", "H", "H", "H", "H", "H", "H", "H", "H", "H", "H"],
  "positions_angstrom": [[2.161, 0.873, 0.483], [1.855, 0.238, -0.746], [0.639, -0.428, -1.072], [-1.860, 0.398, 1.697], [-1.089, -0.526, 0.763], [-0.547, 0.268, -0.457], [-1.554, 0.306, -1.625], [2.405, 1.932, 0.527], [2.331, 0.256, 1.352], [2.710, -2.689, -0.337], [3.018, -2.021, -0.226], [2.487, 0.303, -1.649], [1.234, -0.868, -0.230], [-2.545, -0.090, 2.363], [-1.165, 1.026, 2.245], [-2.393, 1.140, 1.101], [-1.704, -1.345, 0.395], [-0.216, -0.928, 1.283], [-0.366, 1.312, -0.166], [-1.049, 0.599, -2.550], [-1.957, -0.693, -1.771], [-2.394, 0.937, -1.383]]
}

No. 2
{
  "formula": "C6H15N2",
  "method": "ωB97M-V/def2-TZVPD",
  "charge": 1,
  "multiplicity": 1,
  "e_above_lowest_kcal_mol": 205.1,
  "e_lumo_ev": -8.62,
  "elements": ["C", "N", "C", "C", "N", "C", "C", "C", "H", "H", "H", "H", "H", "H", "H", "H", "H", "H", "H", "H", "H", "H", "H"],
  "positions_angstrom": [[-0.467, 0.023, 1.280], [-0.232, 1.164, 2.238], [-0.798, 2.463, 1.804], [0.556, 0.014, 0.097], [1.271, -1.259, -0.170], [1.203, -1.631, -1.655], [-0.150, -1.022, -2.146], [-0.072, 0.282, -1.278], [-0.056, -0.703, 1.891], [-1.586, -0.212, 0.964], [0.632, 1.026, 2.726], [-1.823, 2.283, 1.720], [-0.478, 2.754, 0.778], [-0.589, 3.270, 2.513], [1.206, 0.925, 0.329], [-0.880, -2.393, 0.689], [0.512, -1.929, 0.253], [1.155, -2.720, -1.530], [2.075, -1.313, -2.151], [-0.085, -0.853, -3.205], [-0.891, -1.779, -1.938], [-1.041, 0.715, -1.248], [0.538, 0.896, -1.960]]
}

No. 3
{
  "formula": "C6H15N2",
  "method": "ωB97M-V/def2-TZVPD",
  "charge": 1,
  "multiplicity": 1,
  "e_above_lowest_kcal_mol": 117.8,
  "e_lumo_ev": [-4.07, -4.07],
  "elements": ["C", "C", "C", "C", "C", "C", "N", "N", "H", "H", "H", "H", "H", "H", "H", "H", "H", "H", "H", "H", "H", "H", "H"],
  "positions_angstrom": [[1.864, -0.023, -0.143], [2.697, -1.147, 0.391], [-2.046, -1.595, -0.299], [-0.011, 1.487, -1.499], [-1.246, 1.646, 0.629], [-1.657, -1.350, 0.941], [0.678, 0.145, 0.339], [-0.284, 0.900, -0.260], [2.466, 0.657, -0.814], [3.624, -0.888, 0.744], [2.115, -1.811, 1.172], [3.090, -1.874, -0.420], [-3.005, -1.145, -0.503], [0.347, -0.488, 1.038], [-1.423, -2.127, -1.105], [0.848, 2.278, -1.542], [0.179, 0.788, -2.427], [-0.830, 2.088, -1.840], [-1.016, 2.709, 0.866], [-2.214, 1.513, 0.033], [-1.214, 1.170, 1.641], [-0.754, -1.789, 1.243], [-2.210, -1.143, 1.815]]
}

Number 1: largest force on an atom 0.06456 Eh/bohr. Number 2: largest force on an atom 0.08084 Eh/bohr. Number 3: largest force on an atom 0.08689 Eh/bohr.